Here is a cluster of 2 separate species, C3H10N3O in total from the Open Molecules 2025 dataset. Energies are from ωB97M-V/def2-TZVPD.

## Properties
- orbital gap (spin up / spin down) (hartree) = 0.212 / 0.213
- multiplicity = 1
- M (u) = 104.1
- energy above the lowest of the compared OMol25 structures with the same formula, charge and spin (kcal/mol) = 127.0
- HOMO level (spin up / spin down) (eV) = -1.62 / -1.62
- total energy (eV) = -9786.307
- net charge = -1

Cartesian coordinates (Å):
C -2.82692 0.05775 -0.68797
C 2.17767 1.40222 -0.10359
C 2.56090 -0.98266 0.06119
N -2.53477 -0.30515 0.71501
N 1.62178 0.16254 0.04204
N 0.34997 -0.09841 0.26841
O -0.01874 -1.39082 0.20772
H -3.26599 -0.73364 -1.13686
H -3.66978 0.77052 -0.58785
H -1.84291 0.52036 -1.27861
H 1.67459 2.16630 0.40803
H 3.15650 1.31392 -0.38097
H -1.75981 -0.87592 0.55412
H 2.72054 -1.33264 1.22522
H 2.01964 -1.86482 -0.34398
H 3.58117 -0.63765 -0.16239
H -2.08589 0.48005 1.12501

Forces on atoms 1 to 3 (eV/Å):
1.9 4.2 1.5
-1.8 -0.7 0.1
-0.4 -0.9 3.3

Formally, the natural (NBO) partial charges of the atoms, in units of the elementary charge, are as follows: atom 1 (C): -0.411, atom 2 (C): -0.624, atom 3 (C): -0.474, atom 4 (N): -0.859, atom 5 (N): -0.133, atom 6 (N): 0.002, atom 7 (O): -0.711, atom 8 (H): 0.169, atom 9 (H): 0.158, atom 10 (H): 0.174, atom 11 (H): 0.178, atom 12 (H): 0.155, atom 13 (H): 0.395, atom 14 (H): 0.181, atom 15 (H): 0.258, atom 16 (H): 0.203, atom 17 (H): 0.338